C17H18F5NO5TeZr | ωB97M-V/def2-TZVPD

Last column: natural (NBO) charge in e.
Cartesian coordinates (Å):
H: 0.573 -6.106 0.118  0.27
C: -0.647 0.625 2.265  -0.26
H: 0.559 3.699 -1.712  0.21
H: 0.047 4.910 -0.516  0.22
Te: -0.086 0.049 -3.390  3.48
H: 3.346 3.284 -0.357  0.25
H: 1.699 4.891 -1.095  0.25
C: -2.172 1.731 0.799  -0.23
H: -0.434 -0.101 3.041  0.26
H: 2.508 -4.538 0.345  0.27
F: -1.699 -0.593 -2.643  -0.58
O: -0.002 1.108 -1.881  -1.17
C: 0.862 4.251 -0.821  -0.62
H: 4.027 -1.212 0.439  0.54
H: 2.398 1.926 -0.955  0.21
F: 1.601 0.460 -3.969  -0.56
C: -2.362 -2.422 0.069  0.76
O: -2.126 -1.102 -0.031  -0.86
F: -0.924 1.230 -4.489  -0.55
H: -3.812 -0.259 1.713  0.26
C: -1.971 0.825 1.856  0.05
C: -1.125 2.488 0.279  -0.18
C: -0.886 -4.534 0.107  -0.15
H: -3.662 0.788 3.122  0.28
H: 2.974 1.956 0.726  0.20
N: -0.017 -2.332 0.306  -0.53
O: 3.447 -1.996 0.485  -0.57
C: -1.045 -3.158 0.191  0.14
O: 1.770 -0.540 0.229  -0.69
H: 1.516 3.925 1.182  0.25
F: 0.616 -1.258 -2.096  -0.63
H: -3.169 1.854 0.392  0.28
C: 0.406 1.403 1.747  -0.24
C: -3.117 0.098 2.473  -0.66
C: 0.193 2.379 0.765  0.01
C: 0.403 -5.040 0.179  -0.10
C: 1.230 -2.818 0.351  0.06
H: -2.785 -0.740 3.084  0.24
C: 1.297 3.311 0.300  -0.27
C: 2.576 2.564 -0.087  -0.60
C: 1.493 -4.169 0.307  -0.14
Zr: -0.404 -0.142 -0.252  2.38
H: 1.403 1.243 2.135  0.27
H: -1.332 3.168 -0.536  0.28
C: 2.199 -1.699 0.353  0.85
F: -0.180 -1.303 -4.603  -0.54
O: -3.429 -2.937 0.089  -0.45
H: -1.756 -5.166 -0.011  0.28

Computed properties:
Net charge = +2
HOMO = -16.49 eV
ΔE to the lowest compared entry with this formula, charge and spin = 12.63 kcal/mol

C17H18FO | ωB97M-V/def2-TZVPD

Last column: natural (NBO) charge in e.
Cartesian coordinates (Å):
F: 4.858 3.881 -3.405  -0.29
C: 1.314 3.002 1.718  -0.54
H: 3.157 6.069 0.126  0.21
H: 4.436 4.318 4.730  0.23
H: 3.425 5.766 -2.284  0.26
C: 1.661 1.850 1.104  0.15
H: 2.127 -2.580 1.324  0.23
C: 4.427 4.389 0.713  -0.20
C: 2.396 7.055 4.902  -0.08
H: 1.006 -0.562 0.457  0.18
H: 4.879 3.661 2.656  0.23
H: 1.161 3.867 1.090  0.20
C: 3.925 5.091 -1.591  -0.28
H: 2.712 6.703 1.538  0.20
H: 1.907 7.702 5.630  0.24
C: 2.091 -1.678 1.938  -0.63
H: 6.005 2.362 -1.599  0.26
C: 3.194 5.981 5.331  -0.23
O: 1.859 0.730 1.834  -0.52
H: 5.731 2.665 0.861  0.23
H: 3.330 5.794 6.397  0.25
C: 3.668 5.372 2.993  -0.21
H: 1.799 1.764 0.011  0.18
H: 1.248 -1.784 2.625  0.22
H: 2.784 -0.394 0.356  0.17
C: 2.236 7.292 3.530  -0.24
C: 3.814 5.157 4.405  -0.07
C: 5.229 3.338 0.163  -0.05
H: 1.622 8.125 3.183  0.24
C: 4.724 4.049 -2.053  0.50
H: 3.019 -1.635 2.511  0.21
C: 1.930 -0.470 1.044  -0.06
H: 1.175 3.062 2.790  0.22
C: 2.859 6.479 2.589  -0.03
C: 5.385 3.162 -1.201  -0.30
C: 4.328 4.450 2.133  0.18
C: 3.782 5.256 -0.219  -0.06

Computed properties:
Net charge = +1
HOMO = -11.43 eV
ΔE to the lowest compared entry with this formula, charge and spin = 0.00 kcal/mol

C17H18N2O2 | ωB97M-V/def2-TZVPD

Last column: natural (NBO) charge in e.
Cartesian coordinates (Å):
C: 2.674 -1.934 1.163  -0.25
C: -3.743 -1.926 0.923  -0.26
N: -0.294 1.792 -1.079  -0.44
C: -0.349 2.225 0.301  -0.24
H: -5.121 -3.291 2.016  0.23
C: 0.603 2.557 -1.919  -0.25
C: -1.746 -0.096 -0.672  -0.30
C: 2.246 0.712 0.351  0.25
H: 2.994 -1.108 3.113  0.21
H: -0.591 1.369 0.932  0.22
H: 2.536 3.436 -1.461  0.20
C: 2.053 2.454 -1.388  -0.22
C: 2.171 -0.337 -0.564  -0.31
C: -0.803 0.622 -1.553  0.65
H: 2.308 -2.437 -0.883  0.21
H: -3.918 -5.159 0.442  0.20
C: 2.551 0.406 1.680  -0.28
C: 1.036 2.771 0.722  -0.22
C: -3.767 -4.099 0.506  0.11
H: 0.524 2.157 -2.930  0.26
H: 1.159 2.657 1.798  0.22
H: 2.834 -2.955 1.476  0.21
H: 0.267 3.600 -1.920  0.19
C: 2.758 -0.899 2.079  -0.19
C: 2.383 -1.642 -0.157  -0.18
H: -1.119 2.998 0.432  0.19
N: 2.078 2.064 0.008  -0.46
H: 1.918 -0.158 -1.597  0.23
O: -2.847 -3.559 -0.299  -0.38
H: 2.642 1.203 2.403  0.21
H: -3.956 -0.958 1.327  0.22
C: -2.822 -2.227 -0.056  0.21
C: -4.354 -3.143 1.283  -0.32
H: 1.127 3.833 0.478  0.20
H: -2.333 0.472 0.032  0.21
H: -1.311 -1.942 -1.541  0.24
C: -1.910 -1.418 -0.809  -0.14
O: -0.521 0.211 -2.667  -0.64
H: 2.644 1.750 -1.970  0.22

Computed properties:
Net charge = 0
HOMO = -7.84 eV
ΔE to the lowest compared entry with this formula, charge and spin = 58.90 kcal/mol
Structure (SMILES) = O=C(/C=C/c1ccco1)N1CCN(c2ccccc2)CC1